(1)
{"formula": "C5H4S", "method": "the ωB97M-V functional and the def2-TZVPD basis", "symbols": ["C", "C", "C", "C", "C", "H", "H", "H", "H", "S"], "positions_angstrom": [[1.96, 0.54, 0.01], [0.54, 0.46, -0.01], [-0.23, -0.75, 0.02], [-1.60, -0.61, 0.04], [-2.74, -0.20, -0.12], [2.35, 1.54, 0.11], [0.16, 1.45, -0.06], [0.25, -1.73, 0.17], [-3.79, -0.07, -0.10], [3.10, -0.62, -0.06]], "e_tot_ev": -16081.3511, "total_charge": 0, "smiles": "C#C/C=C/C=S", "homo_lumo_gap_ev": 7.197, "fmax_ev_per_a": 4.44, "de_lowest_kcal_mol": 45.6, "e_lumo_ev": -1.5336}



(2)
{"formula": "C5H4S", "method": "the ωB97M-V functional and the def2-TZVPD basis", "symbols": ["C", "C", "C", "C", "C", "S", "H", "H", "H", "H"], "positions_angstrom": [[0.98, 1.42, -1.07], [-1.37, 0.01, -0.64], [-0.32, 0.74, -0.79], [0.98, 0.46, -0.15], [0.28, -1.07, 1.32], [-1.29, -1.31, 0.62], [1.68, 2.17, -1.49], [-2.43, -0.04, -1.15], [0.93, -1.88, 1.20], [0.55, -0.50, 2.16]], "e_tot_ev": -16076.5003, "s2": 2.014, "total_charge": 0, "spin_multiplicity": 3, "homo_lumo_gap_ev": [7.403, 7.143], "fmax_ev_per_a": 7.66, "de_lowest_kcal_mol": 27.0, "e_lumo_ev": [0.9110, -2.0354]}



(3)
{"formula": "C5H5BFNO2", "method": "the ωB97M-V functional and the def2-TZVPD basis", "symbols": ["B", "C", "C", "C", "C", "C", "N", "O", "O", "F", "H", "H", "H", "H", "H"], "positions_angstrom": [[-1.20, 0.81, -0.16], [1.89, -0.32, 0.10], [1.46, 0.83, -0.61], [1.22, -1.47, 0.41], [0.15, 1.20, -0.69], [-0.86, -1.26, -0.50], [0.06, -1.99, -0.11], [-1.40, 0.90, 1.23], [-2.33, 1.06, -0.88], [-1.92, -1.56, -1.20], [2.89, -0.04, 0.56], [2.27, 1.52, -0.86], [1.57, -2.24, 1.16], [-0.79, 1.25, 1.88], [-2.99, 1.31, -0.34]], "e_tot_ev": -14241.6535, "total_charge": 0, "homo_lumo_gap_ev": [7.125, 8.055], "fmax_ev_per_a": 4.94, "de_lowest_kcal_mol": 142.3, "e_lumo_ev": [-1.9390, -0.9612]}



(4)
{"formula": "C5H5BaO15", "method": "the ωB97M-V functional and the def2-TZVPD basis", "symbols": ["Ba", "O", "C", "O", "O", "H", "O", "C", "O", "O", "H", "O", "C", "O", "O", "H", "O", "C", "O", "O", "H", "O", "C", "O", "O", "H"], "positions_angstrom": [[0.31, -0.02, 0.35], [0.84, -2.49, 2.57], [0.00, -3.33, 1.98], [-0.13, -4.49, 2.33], [-0.50, -2.83, 1.00], [0.94, -3.37, 2.95], [3.72, 2.71, 1.66], [2.78, 1.93, 1.29], [2.81, 1.42, 0.21], [1.85, 1.58, 2.03], [3.98, 2.30, 0.83], [-0.13, 4.50, -0.33], [-0.59, 3.28, -0.40], [-0.05, 2.31, -1.02], [-1.51, 2.99, 0.43], [-0.67, 4.92, 0.34], [1.63, -2.44, -3.66], [1.20, -1.99, -2.46], [1.70, -1.05, -1.88], [0.23, -2.55, -1.88], [0.84, -2.98, -3.73], [-4.17, 0.77, 0.00], [-3.54, -0.26, -0.55], [-4.23, -1.08, -1.25], [-2.35, -0.53, -0.30], [-4.98, 0.70, -0.50]], "e_tot_ev": -36673.7423, "total_charge": -3, "homo_lumo_gap_ev": 6.236, "fmax_ev_per_a": 9.27, "de_lowest_kcal_mol": 110.4, "e_lumo_ev": 6.7876}



(5)
{"formula": "C5H5Br", "method": "the ωB97M-V functional and the def2-TZVPD basis", "symbols": ["C", "C", "C", "C", "C", "Br", "H", "H", "H", "H", "H"], "positions_angstrom": [[-0.31, -1.22, -0.01], [-0.07, -2.48, 0.21], [1.12, -0.36, 0.17], [0.13, 0.87, 0.30], [-0.97, 0.20, -0.44], [-2.77, 0.42, 0.07], [1.86, -0.50, 0.99], [1.61, -0.38, -0.80], [-0.03, 1.11, 1.31], [0.36, 1.76, -0.34], [-0.92, 0.57, -1.45]], "e_tot_ev": -75302.9682, "total_charge": 0, "homo_lumo_gap_ev": 9.612, "fmax_ev_per_a": 3.17, "de_lowest_kcal_mol": 76.4, "e_lumo_ev": -0.4441}



(6)
{"formula": "C5H5Br2N", "method": "the ωB97M-V functional and the def2-TZVPD basis", "symbols": ["C", "C", "C", "C", "C", "N", "Br", "Br", "H", "H", "H", "H", "H"], "positions_angstrom": [[-0.96, 1.16, -0.64], [0.04, 0.22, -0.96], [1.18, -1.80, 2.58], [-2.21, 0.78, -0.93], [1.30, 0.20, -0.61], [0.87, -0.71, 2.33], [2.59, -1.16, -0.91], [2.12, 1.74, 0.09], [-0.61, 1.91, -0.04], [-0.13, -0.77, -1.42], [1.43, -2.83, 2.71], [-2.43, 0.00, -1.58], [-3.18, 1.25, -0.63]], "e_tot_ev": -146838.3414, "total_charge": 0, "homo_lumo_gap_ev": 9.196, "fmax_ev_per_a": 3.51, "de_lowest_kcal_mol": 43.5, "e_lumo_ev": 0.5513}



(7)
{"formula": "C5H5Br2N3O2", "method": "the ωB97M-V functional and the def2-TZVPD basis", "symbols": ["C", "C", "C", "C", "C", "N", "N", "N", "O", "O", "Br", "Br", "H", "H", "H", "H", "H"], "positions_angstrom": [[-0.82, -0.72, 0.93], [0.38, -0.62, -1.06], [1.57, -0.19, 1.89], [2.22, 0.04, 0.70], [-2.08, -0.61, -1.23], [-0.90, -0.65, -0.50], [0.57, -0.93, 1.21], [1.29, -0.76, -0.02], [-1.72, -0.75, 1.72], [0.66, -0.48, -2.23], [0.54, 3.36, 0.56], [3.80, 0.84, -0.06], [1.76, 0.15, 2.92], [-0.14, 3.10, -0.67], [-1.93, 0.10, -2.06], [-2.42, -1.73, -1.53], [-2.79, -0.16, -0.56]], "e_tot_ev": -153913.8630, "total_charge": 0, "smiles": "Cn1c(=O)n2cc(Br)n2c1=O.Br", "homo_lumo_gap_ev": 9.649, "fmax_ev_per_a": 3.96, "de_lowest_kcal_mol": 13.3, "e_lumo_ev": 0.3174}



(8)
{"formula": "C5H5BrOS", "method": "the ωB97M-V functional and the def2-TZVPD basis", "symbols": ["C", "C", "C", "C", "C", "O", "S", "Br", "H", "H", "H", "H", "H"], "positions_angstrom": [[-1.53, 0.23, -0.59], [-1.13, -1.00, -0.69], [-0.14, -1.94, -0.47], [-0.82, 1.29, 0.28], [1.82, 0.54, 0.60], [-0.01, -2.65, 0.53], [0.87, 1.64, -0.25], [3.54, 0.16, 0.04], [-2.42, 0.59, -1.07], [0.54, -2.06, -1.34], [-1.34, 2.24, 0.20], [-0.80, 0.97, 1.32], [1.44, -0.03, 1.44]], "e_tot_ev": -88186.3964, "total_charge": 0, "homo_lumo_gap_ev": [9.343, 5.521], "fmax_ev_per_a": 1.86, "de_lowest_kcal_mol": 103.3, "e_lumo_ev": [-0.1707, -1.8138]}



(9)
{"formula": "C5H5Cl15", "method": "the ωB97M-V functional and the def2-TZVPD basis", "symbols": ["C", "Cl", "Cl", "Cl", "H", "C", "Cl", "Cl", "Cl", "H", "C", "Cl", "Cl", "Cl", "H", "C", "Cl", "Cl", "Cl", "H", "C", "Cl", "Cl", "Cl", "H"], "positions_angstrom": [[0.17, 1.83, 1.74], [-0.62, 2.87, 0.59], [-1.06, 0.98, 2.69], [1.29, 2.79, 2.81], [0.81, 1.10, 1.24], [-1.38, -1.01, -2.18], [-0.35, -0.02, -1.11], [-1.16, -0.54, -3.86], [-3.11, -0.96, -1.76], [-1.19, -2.08, -2.10], [-2.91, -2.04, 2.00], [-4.25, -2.92, 1.18], [-1.46, -2.34, 1.00], [-2.74, -2.63, 3.71], [-3.09, -0.97, 2.08], [0.76, 3.33, -2.87], [2.27, 2.45, -2.59], [0.07, 3.24, -4.54], [0.83, 5.03, -2.38], [-0.07, 3.02, -2.24], [3.37, -2.28, 1.22], [3.85, -3.32, 2.57], [4.78, -1.82, 0.23], [2.54, -0.88, 1.95], [2.65, -2.85, 0.63]], "e_tot_ev": -193101.5391, "s2": 0.752, "total_charge": -1, "spin_multiplicity": 2, "homo_lumo_gap_ev": [2.416, 9.850], "fmax_ev_per_a": 1.75, "de_lowest_kcal_mol": 6.6, "e_lumo_ev": [2.3797, 2.3214]}



(10)
{"formula": "C5H5Cl15", "method": "the ωB97M-V functional and the def2-TZVPD basis", "symbols": ["C", "Cl", "Cl", "Cl", "H", "C", "Cl", "Cl", "Cl", "H", "C", "Cl", "Cl", "Cl", "H", "C", "Cl", "Cl", "Cl", "H", "C", "Cl", "Cl", "Cl", "H"], "positions_angstrom": [[0.19, -1.62, 5.19], [-1.13, -1.78, 6.38], [1.29, -2.99, 5.25], [1.10, -0.11, 5.53], [-0.29, -1.60, 4.22], [1.05, 2.55, 1.78], [2.42, 2.85, 0.69], [-0.27, 3.64, 1.40], [1.58, 2.76, 3.48], [0.82, 1.50, 1.67], [-3.24, 0.74, -3.51], [-1.69, 0.07, -4.07], [-3.44, 0.29, -1.78], [-4.59, -0.01, -4.41], [-3.26, 1.80, -3.66], [-0.59, -1.26, 0.01], [-0.02, -2.10, -1.42], [0.03, 0.42, 0.04], [-0.10, -2.16, 1.46], [-1.67, -1.19, 0.06], [2.26, -0.39, -3.65], [2.20, 1.19, -4.42], [3.16, -0.30, -2.11], [2.95, -1.61, -4.71], [1.25, -0.69, -3.41]], "e_tot_ev": -193101.7441, "total_charge": 0, "smiles": "ClC(Cl)Cl.ClC(Cl)Cl.ClC(Cl)Cl.ClC(Cl)Cl.ClC(Cl)Cl", "homo_lumo_gap_ev": 11.183, "fmax_ev_per_a": 1.45, "de_lowest_kcal_mol": 11.7, "e_lumo_ev": 0.1230}



(11)
{"formula": "C5H5Cl2NO2S", "method": "the ωB97M-V functional and the def2-TZVPD basis", "symbols": ["C", "C", "C", "C", "C", "N", "O", "O", "S", "Cl", "Cl", "H", "H", "H", "H", "H"], "positions_angstrom": [[-2.14, 1.62, 0.17], [-3.64, 1.76, -0.21], [-2.98, -0.75, -0.05], [0.66, 0.13, -0.24], [-0.47, -0.25, 0.71], [-1.76, 0.27, 0.25], [-1.47, 2.61, 0.34], [-4.26, 2.78, -0.33], [-4.42, 0.14, -0.41], [-2.50, -1.92, -1.27], [-3.23, -1.71, 1.43], [0.15, 0.19, -1.32], [1.10, 1.10, 0.12], [1.45, -0.74, -0.14], [-0.71, -1.26, 0.71], [-0.41, 0.17, 1.67]], "e_tot_ev": -46730.1888, "total_charge": 0, "smiles": "CCN1C(=O)C(=O)SC1(Cl)Cl", "homo_lumo_gap_ev": 9.818, "fmax_ev_per_a": 4.56, "de_lowest_kcal_mol": 6.1, "e_lumo_ev": -0.3475}



(12)
{"formula": "C5H5Cl3NO3", "method": "the ωB97M-V functional and the def2-TZVPD basis", "symbols": ["C", "C", "C", "C", "C", "N", "O", "O", "O", "Cl", "Cl", "Cl", "H", "H", "H", "H", "H"], "positions_angstrom": [[-0.22, -1.20, 0.17], [-0.35, 1.15, 0.24], [-1.58, -0.86, -0.29], [-1.46, 0.59, -0.60], [2.10, 0.05, -0.48], [0.50, 0.03, 0.62], [0.26, -2.29, 0.24], [-0.26, 2.25, 0.74], [0.91, -0.01, 1.87], [2.67, 1.64, -0.32], [1.34, -0.45, -2.02], [3.05, -1.32, 0.17], [-1.83, -1.42, -1.19], [-2.30, -1.08, 0.55], [-2.42, 1.09, -0.31], [-1.34, 0.85, -1.64], [0.92, 0.96, 2.23]], "e_tot_ev": -50454.9319, "total_charge": 1, "homo_lumo_gap_ev": 9.209, "fmax_ev_per_a": 3.84, "de_lowest_kcal_mol": 45.2, "e_lumo_ev": -5.8836}